Version i
Formula: C8H7NOS
Source: OMol25
Level of theory: ωB97M-V/def2-TZVPD

Results
net charge: 0
LUMO energy (alpha / beta): -0.6095 / -0.6074 eV
SMILES: CO/C=N/C#Cc1cccs1

Structure (XYZ):
```
18
C8H7NOS, DFT ωB97M-V/def2-TZVPD
C 0.78126 -0.05542 -0.12099
C -1.87679 -0.53236 3.34551
C -1.07913 -0.08064 2.29451
C -2.48259 -1.75417 3.06726
C -1.03716 -0.87083 1.05068
C 1.47664 -0.10992 -2.08597
C -0.31235 -0.62065 -0.00321
C 2.03548 1.72007 -3.24195
N 1.41069 0.69620 -1.01955
O 2.09549 0.33563 -3.20714
S -2.17468 -2.16495 1.36007
H -1.92923 -0.30556 4.38716
H -0.45456 0.86264 2.44101
H -3.25527 -2.27617 3.46650
H 0.83541 -1.10655 -2.07700
H 2.40568 2.13907 -4.15426
H 2.60393 2.19144 -2.37375
H 0.95716 1.93215 -3.12888
```

Quick look at the Mulliken charges, all values in e: number 1, C, carries 0.10; number 2, C, carries -0.55; number 3, C, carries -0.33; number 4, C, carries -0.40; number 5, C, carries 0.02; number 6, C, carries 0.25; number 7, C, carries 0.15; number 8, C, carries -0.65; number 9, N, carries -0.40; number 10, O, carries -0.30; number 11, S, carries -0.12; number 12, H, carries 0.35; number 13, H, carries 0.27; number 14, H, carries 0.50; number 15, H, carries 0.28; number 16, H, carries 0.27; number 17, H, carries 0.25; number 18, H, carries 0.31

Version ii
Formula: C8H7NOS
Source: OMol25
Level of theory: ωB97M-V/def2-TZVPD

Results
net charge: 0
LUMO energy: 0.1520 eV

Structure (XYZ):
```
18
C8H7NOS, DFT ωB97M-V/def2-TZVPD
C 3.11772 -0.16686 0.01048
C -0.52482 -0.76957 -0.12650
C -1.79247 -1.45326 -0.22123
C -2.90380 -0.63539 0.07839
C -2.94051 0.83155 0.02112
C -1.70301 1.47067 0.01738
C -0.38977 0.62798 -0.00653
C 0.93041 1.13876 0.02562
H 3.83602 0.76938 -0.77352
H 3.32799 -1.33486 -0.68062
H 3.68933 0.05316 1.21250
H -1.70536 -2.51510 -0.10309
H -3.89917 -1.06002 0.30549
H -3.81970 1.30165 0.09574
H -1.55733 2.52594 0.25058
N 1.64264 -0.01517 0.17068
O 1.30708 2.34093 -0.13268
S 0.96316 -1.53905 0.04796
```

Quick look at the Mulliken charges, all values in e: number 1, C, carries -0.79; number 2, C, carries 0.75; number 3, C, carries -0.68; number 4, C, carries -0.26; number 5, C, carries -0.63; number 6, C, carries -0.41; number 7, C, carries -0.33; number 8, C, carries 0.60; number 9, H, carries 0.27; number 10, H, carries 0.28; number 11, H, carries 0.24; number 12, H, carries 0.35; number 13, H, carries 0.31; number 14, H, carries 0.53; number 15, H, carries 0.37; number 16, N, carries 0.19; number 17, O, carries -0.69; number 18, S, carries -0.10

Relative calculated energies, zero for the most stable structure, unit hartree: version i 0.0603; version ii 0.0000.

Version i
Formula: C3H8N3O2
Source: OMol25
Level of theory: ωB97M-V/def2-TZVPD

Results
net charge: +1
LUMO energy: -3.5829 eV

Structure (XYZ):
```
16
C3H8N3O2, DFT ωB97M-V/def2-TZVPD
C -0.72126 1.83163 -0.66768
C -1.17351 0.94507 -1.76666
C -0.80870 -0.36573 0.08172
N -0.51583 0.93279 0.45221
N -0.86649 -1.38206 0.88765
N 2.41212 -0.93515 0.81676
O -0.70500 3.01713 -0.57012
O -1.16958 -0.39666 -1.17644
H -2.09661 1.20956 -2.28088
H -0.35229 0.89791 -2.53754
H -0.38595 1.14120 1.40633
H -1.02787 -2.35832 0.54707
H -0.59760 -1.44439 1.90667
H 2.78063 -1.85435 0.39518
H 2.22214 -1.06260 1.81626
H 3.00580 -0.17605 0.68947
```

Quick look at the Mulliken charges, all values in e: number 1, C, carries 0.35; number 2, C, carries -0.13; number 3, C, carries 0.59; number 4, N, carries -0.04; number 5, N, carries -0.30; number 6, N, carries -0.69; number 7, O, carries -0.45; number 8, O, carries -0.37; number 9, H, carries 0.33; number 10, H, carries 0.26; number 11, H, carries 0.20; number 12, H, carries 0.29; number 13, H, carries 0.26; number 14, H, carries 0.24; number 15, H, carries 0.23; number 16, H, carries 0.22

Version ii
Formula: C3H8N3O2
Source: OMol25
Level of theory: ωB97M-V/def2-TZVPD

Results
net charge: +1
LUMO energy: -4.0767 eV
SMILES: COC(=O)/C(N)=N/[NH3+]

Structure (XYZ):
```
16
C3H8N3O2, DFT ωB97M-V/def2-TZVPD
C -0.61403 0.48091 0.01290
C -0.19743 -0.80345 0.88423
C 1.71630 -2.26015 1.07242
N 0.02722 0.73168 -1.13976
N -1.52183 1.15542 0.68664
N -0.33290 1.77097 -2.08240
O -1.01336 -1.24446 1.65875
O 1.03754 -1.12955 0.55323
H 1.03636 -3.16879 1.18047
H 2.14947 -2.15402 2.06471
H 2.48457 -2.59491 0.49925
H -1.88505 0.90195 1.58422
H -1.73261 2.09148 0.21885
H 0.29125 1.64728 -2.99537
H -0.12887 2.78203 -1.74058
H -1.31664 1.79359 -2.45755
```

Quick look at the Mulliken charges, all values in e: number 1, C, carries 0.50; number 2, C, carries 0.56; number 3, C, carries -0.68; number 4, N, carries -0.43; number 5, N, carries -0.34; number 6, N, carries -0.39; number 7, O, carries -0.52; number 8, O, carries -0.28; number 9, H, carries 0.29; number 10, H, carries 0.31; number 11, H, carries 0.33; number 12, H, carries 0.26; number 13, H, carries 0.22; number 14, H, carries 0.40; number 15, H, carries 0.39; number 16, H, carries 0.39

Relative calculated energies, zero for the most stable structure, unit hartree: version i 0.0000; version ii 0.0879.

Version i
Formula: C4H5O3
Source: OMol25
Level of theory: ωB97M-V/def2-TZVPD

Results
net charge: +1
LUMO energy (alpha / beta): -6.7234 / -6.7216 eV

Structure (XYZ):
```
12
C4H5O3, DFT ωB97M-V/def2-TZVPD
C 1.27333 0.00514 -0.04740
C -0.82479 0.84549 -0.47188
C -1.18803 -0.41315 0.33685
C 0.74310 -1.31533 -0.32991
O 0.58104 0.99716 -0.51301
O -0.48074 -1.54064 -0.30188
O 2.47714 0.35055 0.31331
H -1.00592 0.70062 -1.58494
H -1.35769 1.61014 0.10080
H -0.87569 -0.11136 1.41183
H -2.31460 -0.68120 0.31095
H 2.97286 -0.44741 0.77529
```

Quick look at the Mulliken charges, all values in e: number 1, C, carries 0.77; number 2, C, carries -0.31; number 3, C, carries -0.53; number 4, C, carries -0.08; number 5, O, carries -0.23; number 6, O, carries -0.09; number 7, O, carries -0.37; number 8, H, carries 0.36; number 9, H, carries 0.32; number 10, H, carries 0.34; number 11, H, carries 0.39; number 12, H, carries 0.43

Version ii
Formula: C4H5O3
Source: OMol25
Level of theory: ωB97M-V/def2-TZVPD

Results
net charge: +1
LUMO energy: -5.0388 eV

Structure (XYZ):
```
12
C4H5O3, DFT ωB97M-V/def2-TZVPD
C -0.83678 -0.27516 -2.33341
C -1.18194 -0.23154 0.10505
C -0.16924 0.73396 0.66498
C 1.87856 -0.26961 -0.04351
O -1.13600 -0.32009 -1.27789
O 1.04869 0.01376 1.01445
O 1.53383 -0.30310 -1.18202
H -1.15254 -1.31374 0.61831
H -2.16073 0.33011 0.40837
H 0.04052 1.54987 -0.00437
H -0.60960 0.87363 1.58831
H 2.74524 -0.78810 0.44173
```

Quick look at the Mulliken charges, all values in e: number 1, C, carries 0.27; number 2, C, carries -0.19; number 3, C, carries -0.62; number 4, C, carries 0.22; number 5, O, carries 0.23; number 6, O, carries -0.31; number 7, O, carries -0.45; number 8, H, carries 0.34; number 9, H, carries 0.31; number 10, H, carries 0.43; number 11, H, carries 0.40; number 12, H, carries 0.37

Relative calculated energies, zero for the most stable structure, unit hartree: version i 0.0000; version ii 0.0041.

Version i
Formula: C4H5O3
Source: OMol25
Level of theory: ωB97M-V/def2-TZVPD

Results
net charge: +1
LUMO energy (alpha / beta): -6.9010 / -6.4185 eV

Structure (XYZ):
```
12
C4H5O3, DFT ωB97M-V/def2-TZVPD
C 1.75805 -0.97124 0.02786
C 2.86429 -0.02185 -0.02748
C -0.56342 -0.24800 -0.27292
C -2.70804 0.69746 -0.12936
O 0.56159 -0.57714 0.00402
O 2.78408 1.12631 -0.32343
O -1.49197 0.16264 0.46340
H 1.92804 -1.99463 0.26015
H 3.64041 -0.43535 0.51307
H -3.35575 0.80020 0.81068
H -3.02391 -0.10421 -0.80102
H -2.39337 1.56580 -0.52495
```

Quick look at the Mulliken charges, all values in e: number 1, C, carries 0.05; number 2, C, carries 0.02; number 3, C, carries 0.37; number 4, C, carries -0.55; number 5, O, carries -0.04; number 6, O, carries -0.36; number 7, O, carries -0.16; number 8, H, carries 0.41; number 9, H, carries 0.33; number 10, H, carries 0.24; number 11, H, carries 0.35; number 12, H, carries 0.36

Version ii
Formula: C4H5O3
Source: OMol25
Level of theory: ωB97M-V/def2-TZVPD

Results
net charge: +1
LUMO energy: -5.3204 eV

Structure (XYZ):
```
12
C4H5O3, DFT ωB97M-V/def2-TZVPD
C 2.70108 0.17855 -0.22392
C 0.56999 -0.95719 0.42303
C -0.59085 -0.59140 -0.55698
C -1.00114 1.60042 0.16577
O 1.74968 -0.32135 0.09475
O -1.47384 0.35733 -0.01905
O 0.14189 1.89555 -0.00814
H 0.30408 -0.67509 1.45432
H 0.75673 -2.03684 0.38815
H -0.16448 -0.22958 -1.50192
H -1.19489 -1.47958 -0.73596
H -1.79825 2.25919 0.51993
```

Quick look at the Mulliken charges, all values in e: number 1, C, carries 0.23; number 2, C, carries -0.19; number 3, C, carries -0.42; number 4, C, carries 0.18; number 5, O, carries 0.21; number 6, O, carries -0.31; number 7, O, carries -0.46; number 8, H, carries 0.28; number 9, H, carries 0.35; number 10, H, carries 0.36; number 11, H, carries 0.35; number 12, H, carries 0.40

Relative calculated energies, zero for the most stable structure, unit hartree: version i 0.0997; version ii 0.0000.

Version i
Formula: H16NO6
Source: OMol25
Level of theory: ωB97M-V/def2-TZVPD

Results
net charge: +1
LUMO energy: -2.7194 eV

Structure (XYZ):
```
23
H16NO6, DFT ωB97M-V/def2-TZVPD
N 0.51827 0.11268 0.58749
H 1.41837 0.31710 0.11411
H 0.74930 -0.12959 1.56471
H 0.07672 -0.67918 0.09361
H -0.16578 0.88731 0.59676
O -1.46502 2.02479 1.02090
H -2.21525 1.74730 0.47430
H -1.77185 2.77305 1.54148
O -0.65496 -2.08589 -0.77632
H -1.11861 -2.79513 -0.31356
H -0.69088 -2.32153 -1.71208
O -2.60645 0.22054 -0.87631
H -3.49198 -0.10739 -1.06298
H -2.02015 -0.55123 -0.91994
O -0.00377 0.34136 -2.56616
H 0.41662 1.20522 -2.61416
H -0.93512 0.52321 -2.74346
O 2.96721 0.47157 -0.89875
H 3.03028 1.28359 -1.41364
H 3.82204 0.39013 -0.46021
O 1.33389 -1.04061 3.10567
H 0.96536 -0.75456 3.94885
H 1.84178 -1.83273 3.30971
```

Quick look at the Mulliken charges, all values in e: number 1, N, carries -0.17; number 2, H, carries 0.37; number 3, H, carries 0.34; number 4, H, carries 0.23; number 5, H, carries 0.43; number 6, O, carries -0.68; number 7, H, carries 0.32; number 8, H, carries 0.31; number 9, O, carries -0.69; number 10, H, carries 0.29; number 11, H, carries 0.29; number 12, O, carries -0.62; number 13, H, carries 0.31; number 14, H, carries 0.35; number 15, O, carries -0.60; number 16, H, carries 0.29; number 17, H, carries 0.33; number 18, O, carries -0.68; number 19, H, carries 0.32; number 20, H, carries 0.30; number 21, O, carries -0.66; number 22, H, carries 0.32; number 23, H, carries 0.30

Version ii
Formula: H16NO6
Source: OMol25
Level of theory: ωB97M-V/def2-TZVPD

Results
net charge: +1
LUMO energy: -3.0621 eV

Structure (XYZ):
```
23
H16NO6, DFT ωB97M-V/def2-TZVPD
N -0.67250 0.07026 0.00257
H -0.39395 0.49643 0.89938
H -1.62293 0.05674 0.11406
H -0.05061 -0.71296 -0.04647
H -0.34194 0.77018 -0.74391
O 2.01771 1.49618 1.69965
H 2.33845 0.97680 2.39898
H 2.62912 1.09771 1.16460
O -1.58571 -1.86379 -1.99087
H -1.98988 -0.85352 -2.12657
H -2.40148 -2.45969 -1.77807
O 1.65724 -1.51942 0.94253
H 2.56940 -1.39787 0.64179
H 1.73017 -2.47894 0.75447
O -0.74403 -0.58297 3.13889
H -0.60364 -1.50744 3.27618
H -0.49619 -0.08380 3.92090
O -2.22695 0.74401 -2.36028
H -3.29022 0.74259 -2.32642
H -2.07116 1.27379 -3.09668
O 1.41728 1.94628 -1.49448
H 2.16367 2.47888 -1.02104
H 1.96815 1.31054 -1.96922
```

Quick look at the Mulliken charges, all values in e: number 1, N, carries -0.32; number 2, H, carries 0.30; number 3, H, carries 0.33; number 4, H, carries 0.33; number 5, H, carries 0.31; number 6, O, carries -0.54; number 7, H, carries 0.29; number 8, H, carries 0.24; number 9, O, carries -0.71; number 10, H, carries 0.39; number 11, H, carries 0.34; number 12, O, carries -0.58; number 13, H, carries 0.29; number 14, H, carries 0.29; number 15, O, carries -0.59; number 16, H, carries 0.30; number 17, H, carries 0.31; number 18, O, carries -0.66; number 19, H, carries 0.37; number 20, H, carries 0.30; number 21, O, carries -0.67; number 22, H, carries 0.33; number 23, H, carries 0.34

Relative calculated energies, zero for the most stable structure, unit hartree: version i 0.0000; version ii 0.0947.

Version i
Formula: O3S2
Source: OMol25
Level of theory: ωB97M-V/def2-TZVPD

Results
net charge: 0
LUMO energy (alpha / beta): -1.5787 / -1.5781 eV
SMILES: O=S1#S(=O)O1

Structure (XYZ):
```
5
O3S2, DFT ωB97M-V/def2-TZVPD
O 0.74501 -0.19321 -2.09962
O -0.90258 -0.63143 1.85047
O 0.36088 1.00375 0.32215
S 0.86057 -0.27987 -0.66897
S -1.06389 0.10077 0.59598
```

Quick look at the Mulliken charges, all values in e: number 1, O, carries -0.40; number 2, O, carries -0.43; number 3, O, carries -0.25; number 4, S, carries 0.55; number 5, S, carries 0.53

Version ii
Formula: O3S2
Source: OMol25
Level of theory: ωB97M-V/def2-TZVPD

Results
net charge: 0
LUMO energy: -1.3802 eV

Structure (XYZ):
```
5
O3S2, DFT ωB97M-V/def2-TZVPD
O -0.61185 1.16667 0.09724
O 1.80119 -0.11820 -0.34350
O -0.56518 -1.08276 -0.01930
S 0.62745 -0.01663 0.52025
S -1.87968 0.03307 0.00339
```

Quick look at the Mulliken charges, all values in e: number 1, O, carries -0.31; number 2, O, carries -0.40; number 3, O, carries -0.28; number 4, S, carries 0.71; number 5, S, carries 0.27

Relative calculated energies, zero for the most stable structure, unit hartree: version i 0.0000; version ii 0.0232.